(1)
{"formula": "C21H37Cl2FeN2O4", "method": "ωB97M-V/def2-TZVPD", "species": ["O", "C", "C", "C", "H", "C", "H", "C", "H", "C", "H", "C", "H", "H", "C", "C", "H", "H", "H", "C", "C", "H", "H", "H", "H", "Fe", "Cl", "Cl", "C", "O", "N", "C", "C", "H", "H", "H", "H", "H", "H", "H", "H", "H", "C", "C", "N", "H", "C", "O", "H", "H", "H", "H", "C", "C", "O", "C", "C", "H", "H", "H", "H", "H", "H", "H", "H", "H", "H"], "positions_angstrom": [[0.7656, 0.9892, -0.8037], [0.9053, 1.5429, -2.0531], [0.9569, 3.0785, -1.9536], [0.5744, 3.7706, -0.8077], [0.2035, 3.2236, 0.0626], [0.6061, 5.1699, -0.7853], [0.3344, 5.6892, 0.1327], [0.9705, 5.8889, -1.9272], [0.9726, 6.9827, -1.9253], [1.3419, 5.1880, -3.0874], [1.6165, 5.7264, -3.9931], [1.3622, 3.7948, -3.0867], [1.6514, 3.2210, -3.9692], [1.8805, 1.2078, -2.4635], [-0.0269, -0.3707, -3.5405], [-0.1838, 1.0268, -3.0180], [-0.6360, -0.5044, -4.4424], [-0.3786, -1.0989, -2.7883], [1.0173, -0.6035, -3.7934], [-1.2829, 1.7749, -3.2001], [-2.5423, 1.3272, -3.8505], [-1.3011, 2.7942, -2.8181], [-2.7843, 1.9468, -4.7233], [-3.3757, 1.4214, -3.1461], [-2.4764, 0.2825, -4.1541], [-0.6730, -0.0080, -0.0163], [-1.4757, 1.7750, 1.1998], [-2.4767, -0.6997, -1.1684], [-2.8326, -1.0914, 1.9603], [-1.6286, -1.3681, 1.7625], [-3.7371, -1.9345, 2.4680], [-3.3484, -3.2365, 2.9895], [-5.1348, -1.5583, 2.6149], [-3.2331, -0.0958, 1.6938], [-2.2970, -3.4281, 2.7680], [-3.9793, -4.0100, 2.5343], [-3.5141, -3.2588, 4.0757], [-5.2597, -0.5513, 2.2040], [-5.4250, -1.5644, 3.6766], [-5.7899, -2.2603, 2.0787], [1.5127, -5.0037, -0.6102], [3.9624, -4.0945, -0.3254], [1.4507, -4.2259, -1.3836], [3.6919, -3.2466, -0.9743], [2.2433, -3.0625, -0.9872], [0.4121, -3.9234, -1.5324], [1.6467, -1.9622, -0.5180], [0.3901, -1.8432, -0.4425], [4.1705, -2.3303, -0.6086], [2.3250, -1.1486, -0.1975], [1.8698, -4.6352, -2.3089], [4.0548, -3.4747, -1.9883], [0.8924, 1.4711, 3.8161], [1.5269, 1.0760, 2.5081], [1.0259, -0.1514, 1.9439], [1.0923, -1.2456, 2.8720], [2.5104, -1.6459, 3.1991], [-0.1909, 1.5558, 3.7100], [1.2831, 2.4475, 4.1104], [1.1453, 0.7691, 4.6171], [1.3020, 1.8084, 1.7314], [2.6126, 0.9720, 2.6339], [0.5394, -0.9660, 3.7797], [0.5515, -2.0586, 2.3827], [2.9947, -0.9004, 3.8439], [2.5056, -2.6005, 3.7341], [3.1124, -1.7609, 2.2884]], "forces_ev_per_angstrom": [[-1.05, -1.49, 1.21], [0.13, 0.60, -0.93], [0.03, -0.15, -0.41], [-0.03, 0.02, 0.06], [0.28, 0.17, -0.36], [0.09, -0.01, -0.34], [-0.01, -0.05, -0.23], [0.08, -0.32, -0.08], [-0.01, -0.39, 0.03], [0.00, -0.07, 0.22], [-0.02, -0.04, 0.21], [-0.17, 0.11, 0.31], [-0.05, 0.30, 0.09], [-0.09, 0.17, 0.02], [-0.15, -0.28, 0.08], [-0.25, 1.02, 0.44], [0.22, -0.11, 0.20], [0.22, 0.13, -0.37], [-0.17, 0.13, 0.09], [0.48, -0.22, 0.05], [-0.16, -0.03, -0.32], [0.09, -0.18, 0.11], [0.02, -0.09, 0.08], [0.10, -0.04, -0.06], [-0.20, 0.10, -0.04], [0.98, 0.56, 0.39], [-0.26, -0.24, -0.04], [0.07, 0.04, 0.07], [0.82, 0.05, -0.54], [-1.13, 0.34, 0.10], [0.20, -0.19, 0.24], [-0.21, -0.03, -0.02], [0.12, 0.14, 0.08], [0.13, -0.37, 0.05], [-0.22, 0.09, 0.00], [0.19, 0.08, 0.05], [0.10, -0.02, -0.19], [-0.13, -0.23, 0.11], [0.07, 0.06, -0.26], [0.24, 0.19, 0.06], [-0.08, 0.18, -0.12], [-0.10, 0.31, -0.10], [0.10, 0.04, -0.02], [-0.08, 0.11, -0.01], [-0.22, -0.07, 0.17], [0.23, -0.08, 0.04], [-1.20, 0.25, 0.07], [1.68, -0.15, 0.11], [-0.07, -0.27, -0.11], [-0.36, -0.23, -0.16], [-0.14, 0.10, 0.10], [-0.13, 0.16, 0.28], [-0.07, 0.06, 0.24], [0.03, -0.12, -0.64], [0.06, -0.21, 0.42], [-0.51, 0.12, -0.48], [0.31, 0.08, 0.21], [0.08, -0.09, 0.05], [-0.01, -0.01, -0.03], [-0.11, 0.17, -0.02], [0.24, 0.04, 0.13], [-0.07, 0.17, -0.14], [0.07, -0.31, -0.22], [0.07, 0.10, 0.11], [0.00, -0.22, -0.16], [0.04, 0.10, -0.03], [-0.11, 0.01, 0.15]], "lowdin_charge": [-0.2925, -0.3754, -0.1838, -0.0477, 0.0261, -0.0810, 0.0996, -0.1008, 0.0960, -0.0919, 0.0953, -0.0511, 0.1171, 0.1435, -0.0739, -0.2687, 0.0741, 0.0278, 0.0806, -0.1281, -0.1227, 0.1161, 0.0763, 0.0642, 0.0513, 0.5578, 0.1502, 0.1560, -0.3602, -0.1279, -0.1801, -0.0297, -0.0415, 0.0731, 0.0863, 0.0929, 0.0940, 0.0936, 0.0926, 0.0945, 0.0989, 0.0957, -0.0191, -0.0391, -0.1690, 0.0943, -0.2427, -0.1241, 0.0928, 0.1493, 0.0934, 0.0947, -0.0900, -0.2738, -0.2595, -0.2794, -0.0685, 0.0519, 0.0848, 0.0677, 0.0828, 0.1160, 0.1113, 0.1009, 0.0750, 0.0807, 0.0727], "gap_ev": [8.4, 7.5], "e_lumo_ev": [0.38, -0.47], "relative_energy_kcal_mol": 0.0, "fmax_ev_per_a": 2.19, "charge": 0, "homo_ev": [-8.01, -7.98], "spin_multiplicity": 6}

***

(2)
{"formula": "C9H14S", "method": "ωB97M-V/def2-TZVPD", "species": ["C", "C", "C", "C", "C", "C", "C", "H", "H", "H", "H", "H", "H", "H", "H", "C", "C", "S", "H", "H", "H", "H", "H", "H"], "positions_angstrom": [[-2.3624, 0.1403, -0.5575], [-0.2202, 1.3692, -0.6123], [-1.2024, 0.7236, 0.1561], [0.8153, 2.1140, 0.0302], [0.8621, 2.0902, 1.4459], [-1.0887, 0.6352, 1.5406], [-0.0296, 1.3648, 2.1877], [-0.4042, 1.4640, -1.6788], [1.5091, 2.7334, -0.5159], [-3.3470, 0.5107, -0.2055], [-2.5397, -0.9272, -0.3286], [1.6484, 2.6475, 1.9504], [-1.8661, 0.1588, 2.1293], [0.1143, 1.3279, 3.2636], [-2.4041, 0.3681, -1.6230], [2.3049, -1.0911, -0.7784], [0.0536, -2.6600, -0.8493], [1.4719, -2.2848, -1.9524], [2.5563, -1.7027, 0.0755], [3.2017, -0.6610, -1.2236], [1.6149, -0.2690, -0.6064], [-0.1368, -3.7253, -0.7894], [-0.8235, -2.1096, -1.1774], [0.2721, -2.2169, 0.1193]], "forces_ev_per_angstrom": [[-1.86, -0.45, 0.30], [-1.25, 0.05, 0.48], [1.06, 0.52, -1.17], [0.30, 0.05, 0.39], [0.18, -0.02, -0.32], [-0.20, -0.17, 0.67], [0.31, 0.03, 0.19], [0.16, -0.08, -0.04], [0.09, 0.02, -0.19], [0.43, 0.48, 0.24], [0.57, -0.02, -0.47], [-0.03, -0.01, 0.03], [-0.01, -0.01, -0.04], [-0.21, -0.02, 0.01], [0.45, -0.39, -0.10], [-0.41, -0.53, -1.12], [0.18, 0.77, -0.28], [0.21, 0.42, 0.69], [0.06, 0.30, 0.44], [0.03, -0.28, -0.16], [-0.07, -0.09, 0.44], [0.04, -0.08, 0.04], [-0.12, -0.19, -0.24], [0.11, -0.31, 0.22]], "lowdin_charge": [-0.1241, -0.1523, -0.3866, -0.1979, -0.2044, -0.1484, -0.1872, 0.0767, 0.0438, 0.0659, 0.0552, 0.0709, 0.0561, 0.0610, 0.0626, -0.3865, -0.4266, 0.6514, 0.0190, 0.0226, -0.0068, 0.0138, -0.0015, 0.0232], "gap_ev": [2.6, 6.8], "e_lumo_ev": [3.22, 3.17], "relative_energy_kcal_mol": 5.5, "fmax_ev_per_a": 1.94, "charge": -1, "homo_ev": [0.66, -3.64], "spin_multiplicity": 2}

***

(3)
{"formula": "C4H8S2", "method": "ωB97M-V/def2-TZVPD", "species": ["C", "C", "C", "C", "H", "H", "H", "H", "H", "H", "H", "H", "S", "S"], "positions_angstrom": [[2.1942, -0.4694, -0.7959], [1.8658, 0.3512, 0.2471], [0.7106, -0.3070, 1.0942], [-0.5462, 0.1337, 0.2410], [2.8586, -1.5620, -0.5771], [1.5169, -0.6251, -1.7150], [3.2446, 0.1561, -1.0680], [1.6573, 1.3715, -0.1352], [2.8202, 0.4434, 0.9656], [0.8129, -1.3300, 1.2299], [0.5702, 0.2990, 2.0666], [-0.7584, -2.2617, 0.6403], [-1.4184, -1.3148, -0.2016], [-0.9609, 1.6434, -0.1812]], "forces_ev_per_angstrom": [[7.28, -4.09, -6.11], [0.10, 1.69, 6.73], [-1.27, 6.49, -0.20], [0.67, -1.96, 1.33], [-2.62, 2.83, -0.20], [1.01, 0.41, 1.60], [-2.58, -1.80, -0.90], [-0.31, -0.60, 0.78], [-2.04, -0.03, -1.39], [0.31, -1.63, 0.22], [0.38, -1.26, -1.19], [-0.84, 1.33, -1.18], [-0.03, -0.86, 0.51], [-0.08, -0.52, 0.01]], "lowdin_charge": [-0.2223, -0.4278, -0.2643, -1.2303, 0.1520, 0.1002, 0.1304, 0.0837, 0.1551, 0.0387, 0.1372, -0.0633, 0.7466, 0.6642], "gap_ev": 8.6, "e_lumo_ev": -0.17, "relative_energy_kcal_mol": 72.5, "fmax_ev_per_a": 10.35, "smiles": "CCCC(=S)S", "charge": 0, "homo_ev": -8.78}

***

(4)
{"formula": "C13H25O15Tl", "method": "ωB97M-V/def2-TZVPD", "species": ["Tl", "O", "C", "O", "O", "H", "C", "O", "C", "O", "O", "C", "H", "H", "H", "H", "H", "H", "C", "O", "C", "O", "O", "C", "H", "H", "H", "H", "H", "H", "C", "O", "C", "O", "O", "C", "H", "H", "H", "H", "H", "H", "C", "O", "C", "O", "O", "C", "H", "H", "H", "H", "H", "H"], "positions_angstrom": [[17.0759, -21.8932, 2.1000], [17.0628, -23.1589, -4.2232], [16.9982, -22.8133, -2.9511], [17.4865, -21.7608, -2.5773], [16.5400, -23.5569, -2.0673], [17.5463, -22.3508, -4.4100], [16.3344, -24.4231, -9.9872], [15.7245, -23.5113, -9.0466], [15.8224, -22.2411, -9.0934], [16.5093, -21.5250, -9.8315], [15.0586, -21.7727, -8.1752], [15.0551, -20.3475, -7.8548], [16.2458, -25.4640, -9.6764], [17.3809, -24.2147, -10.2097], [15.7262, -24.3490, -10.8888], [14.2517, -19.9168, -8.4525], [16.0199, -19.8791, -8.0492], [14.6899, -20.2258, -6.8350], [18.0521, -16.2558, -1.7067], [17.3546, -15.5814, -0.7268], [16.7460, -16.0657, 0.3140], [16.6339, -17.2262, 0.7009], [16.3823, -14.9140, 0.9632], [15.7104, -14.8883, 2.1681], [18.4622, -15.5070, -2.3844], [17.4360, -16.9420, -2.2879], [18.9558, -16.7846, -1.4037], [15.8478, -13.8691, 2.5293], [16.2717, -15.5069, 2.8684], [14.6479, -15.1126, 2.0728], [10.5910, -27.3356, 2.7271], [11.6302, -26.3480, 2.8405], [12.7936, -26.4303, 2.1206], [13.5433, -25.4576, 2.0688], [12.9517, -27.6649, 1.5722], [13.8186, -27.8545, 0.4860], [10.1982, -27.2778, 3.7422], [11.0232, -28.3359, 2.7017], [9.8490, -27.0312, 1.9889], [14.8330, -27.9608, 0.8706], [13.7579, -27.0190, -0.2113], [13.5245, -28.7444, -0.0706], [21.2856, -19.4497, -7.1926], [22.0716, -18.4702, -6.5563], [21.7645, -17.2361, -6.5056], [20.8245, -16.6514, -6.9558], [22.7666, -16.8005, -5.8714], [22.8149, -15.4302, -5.4275], [20.2584, -19.1041, -7.0770], [21.2170, -20.3933, -6.6512], [21.3616, -19.5264, -8.2773], [22.3355, -15.2790, -4.4604], [22.2294, -14.8382, -6.1309], [23.8274, -15.0598, -5.2667]], "forces_ev_per_angstrom": [[-0.11, 0.03, 0.06], [-0.37, 0.36, 1.56], [-0.62, -2.88, -1.51], [0.42, 1.76, 1.58], [-0.24, 0.21, 0.71], [0.79, 0.57, -2.38], [-0.25, 0.12, -1.24], [0.43, -2.79, 0.08], [1.66, 1.82, -1.60], [-0.47, -1.11, 0.46], [-1.23, 1.70, 2.26], [-0.76, -0.21, -0.53], [-0.19, 0.42, 0.75], [-0.16, 0.36, 0.22], [0.31, 0.06, -0.19], [0.35, 0.23, -0.31], [-0.17, -0.15, 0.03], [0.47, -0.44, 0.09], [1.02, -0.98, -1.54], [0.14, 0.77, -0.52], [-0.12, 0.21, 2.28], [-0.04, 1.64, -0.79], [0.46, -1.25, -2.16], [0.19, 0.07, 1.49], [-0.46, 0.21, 0.01], [-0.19, 0.02, 0.13], [-0.22, -0.21, 0.80], [-0.31, 0.02, -0.06], [-0.58, -0.36, 0.26], [0.13, -0.23, 0.11], [0.52, -0.13, 1.58], [2.06, 0.36, -1.30], [-0.90, 0.35, 0.58], [-0.84, -1.95, -0.38], [-1.09, 1.33, 0.96], [1.00, 0.31, -0.66], [-0.69, 0.04, -0.21], [-0.27, 0.09, -0.82], [0.25, -0.37, -0.07], [0.07, -0.04, -0.26], [0.11, 0.13, 0.11], [-0.12, -0.06, 0.43], [-2.78, 0.55, -0.09], [0.24, -5.23, -1.10], [-0.52, 0.61, -0.64], [-1.22, 0.41, -0.33], [3.21, 3.75, 2.94], [-0.89, 0.75, -0.06], [-0.40, 0.13, -0.13], [1.17, 0.06, -0.10], [0.93, -0.12, 0.17], [-0.23, -0.61, 0.10], [0.45, 0.23, -0.08], [0.07, -0.55, -0.68]], "lowdin_charge": [0.9809, 0.2458, -0.7413, 0.2827, 0.3051, 0.1371, 0.0224, 0.0654, -0.6458, 0.1926, 0.0563, 0.0259, 0.1029, 0.1054, 0.1093, 0.1091, 0.1018, 0.0959, -0.0557, 0.0322, -0.5403, 0.1100, -0.0091, -0.0611, 0.1033, 0.0984, 0.0977, 0.1052, 0.0992, 0.1054, -0.0128, -0.0087, -0.5044, 0.1218, -0.0243, -0.0421, 0.1031, 0.0987, 0.1071, 0.1010, 0.0976, 0.1050, -0.0185, 0.0630, -0.7086, 0.2072, 0.0663, 0.0145, 0.0867, 0.0990, 0.1120, 0.0954, 0.0995, 0.1048], "gap_ev": 1.6, "e_lumo_ev": -13.00, "relative_energy_kcal_mol": 98.7, "fmax_ev_per_a": 5.75, "charge": 2, "homo_ev": -14.63}

***

(5)
{"formula": "C4H9NO", "method": "ωB97M-V/def2-TZVPD", "species": ["C", "C", "C", "O", "N", "C", "H", "H", "H", "H", "H", "H", "H", "H", "H"], "positions_angstrom": [[2.3737, -0.2008, 0.4349], [1.1750, 0.5216, -0.1658], [-0.1352, -0.1855, 0.1677], [-0.1978, -1.1499, 0.9140], [-1.2422, 0.3219, -0.4440], [-2.5513, -0.2450, -0.2008], [2.3080, -1.2721, 0.2307], [3.3090, 0.1853, 0.0184], [2.3978, -0.0812, 1.5211], [1.1212, 1.5549, 0.2033], [1.2688, 0.5924, -1.2577], [-1.1636, 1.1588, -0.9982], [-3.2209, 0.0207, -1.0224], [-2.4606, -1.3321, -0.1436], [-2.9819, 0.1112, 0.7423]], "forces_ev_per_angstrom": [[0.05, -0.04, 0.02], [0.00, 0.03, -0.02], [-0.01, -0.05, 0.04], [0.02, 0.29, -0.21], [0.13, 0.01, 0.02], [-0.14, -0.05, 0.03], [0.06, 0.14, 0.00], [-0.13, -0.03, 0.08], [0.00, -0.03, -0.14], [-0.04, -0.15, -0.05], [-0.05, -0.05, 0.16], [0.05, -0.12, 0.07], [0.09, -0.04, 0.12], [-0.05, 0.16, -0.01], [0.04, -0.07, -0.12]], "lowdin_charge": [-0.1083, -0.1773, -0.5096, 0.0519, -0.0093, -0.0819, 0.0762, 0.0709, 0.0778, 0.1155, 0.1129, 0.1301, 0.0813, 0.0844, 0.0855], "gap_ev": 10.5, "e_lumo_ev": 0.89, "relative_energy_kcal_mol": 6.4, "fmax_ev_per_a": 0.36, "smiles": "CCC(=O)NC", "charge": 0, "homo_ev": -9.60}

***

(6)
{"formula": "C2H10N2O2", "method": "ωB97M-V/def2-TZVPD", "species": ["C", "N", "C", "N", "H", "H", "H", "H", "H", "H", "H", "H", "O", "H", "H", "O"], "positions_angstrom": [[-1.7887, 1.4331, 0.6970], [-0.3151, 1.3235, -1.9543], [0.2881, 1.1058, -0.7040], [-0.3845, 1.2410, 0.3576], [-2.5405, 0.7738, 0.2659], [-1.8227, 1.2028, 1.7624], [-1.9521, 2.4909, 0.4695], [-1.2974, 1.5054, -2.0513], [0.3706, 1.3080, -2.6905], [1.3881, 1.1372, -0.6667], [-2.3623, -1.7279, 1.0006], [-1.1061, -1.0512, 0.4824], [-1.4040, -1.7258, 1.1067], [3.5880, -3.2082, 0.5644], [4.8038, -2.5944, 1.0269], [4.5348, -3.2140, 0.3333]], "forces_ev_per_angstrom": [[1.41, 0.18, -0.25], [2.29, -0.90, 0.58], [-3.13, 2.25, -0.37], [1.53, -1.53, 1.45], [0.00, 0.04, -0.76], [-0.31, 0.53, 0.02], [-0.74, -0.10, 0.29], [0.21, -0.04, -0.19], [-0.88, 0.14, -0.65], [-0.47, -0.50, -0.20], [0.10, -0.11, 0.08], [0.21, -0.01, 0.19], [-0.22, 0.04, -0.21], [0.20, -0.48, -0.62], [0.68, -0.09, -0.26], [-0.90, 0.58, 0.89]], "lowdin_charge": [-0.1511, 0.0743, -0.2925, -0.0754, 0.0597, 0.0699, 0.0822, 0.0782, 0.0712, 0.1182, 0.0330, -0.0039, -0.0638, 0.0406, 0.0331, -0.0737], "gap_ev": 9.5, "e_lumo_ev": 0.63, "relative_energy_kcal_mol": 32.9, "fmax_ev_per_a": 3.87, "smiles": "C/N=C\\N.O.O", "charge": 0, "homo_ev": -8.89}